Entry 1:
The following is a DFT calculation (ωB97M-V with the def2-TZVPD basis set) of 2 unconnected molecules or ions with the total composition C6H12.

## Properties
LUMO level = 1.05 eV
SMILES = CC=C1CC1.C
energy above the lowest of the compared OMol25 structures with the same formula, charge and spin = 306.1 kJ/mol

```
! RIJCOSX wB97M-V def2-TZVPD def2/J DEFGRID3
* xyz 0 1
C 1.87 0.13 0.24
C 0.65 -0.37 -0.46
C -0.41 0.36 -0.69
C -0.82 1.75 -0.82
C -1.40 0.64 -1.72
H 2.49 0.55 -0.56
H 1.65 0.95 0.94
H 2.44 -0.64 0.75
H 0.68 -1.38 -0.87
H -1.50 2.23 -0.12
H -0.05 2.41 -1.22
H -1.01 0.54 -2.73
H -2.46 0.39 -1.63
C -0.42 -1.52 1.78
H -1.23 -2.24 1.84
H 0.54 -2.07 1.78
H -0.42 -0.86 2.64
H -0.60 -0.88 0.91
*
```

These are the Mulliken partial charges, in e, on atoms 1 to 8: -1.21, -0.48, 0.52, -0.62, -0.66, 0.35, 0.32, 0.36

***

Entry 2:
The following is a DFT calculation (ωB97M-V with the def2-TZVPD basis set) of 2 unconnected molecules or ions with the total composition C6H14F2NO3P.

## Properties
LUMO level (spin up / spin down) = -0.09 / -1.63 eV
energy above the lowest of the compared OMol25 structures with the same formula, charge and spin = 504.1 kJ/mol

```
! RIJCOSX wB97M-V def2-TZVPD def2/J DEFGRID3
* xyz 0 1
C 2.30 1.83 -1.97
C 0.53 0.16 -1.77
C 0.19 2.28 -0.75
C -1.89 -3.60 1.23
C 1.80 0.95 0.23
C -0.66 -0.51 2.48
N 1.25 1.36 -0.98
O -3.27 -1.22 2.02
O -1.84 0.05 0.14
O -1.45 -2.39 0.65
F -0.47 -1.36 3.45
F -1.03 0.67 3.01
P -2.07 -0.98 1.21
H 2.61 2.85 -1.90
H 3.16 1.21 -1.93
H 1.95 1.57 -3.07
H 0.05 -0.51 -1.11
H -0.19 0.47 -2.44
H 1.23 -0.42 -2.35
H -0.60 1.79 -0.33
H 0.54 3.10 -0.02
H -0.20 2.78 -1.61
H -1.20 -3.78 2.06
H -1.59 -4.32 0.56
H -2.87 -3.71 1.67
H 2.03 1.77 0.88
H 1.70 -0.03 0.66
*
```

These are the Mulliken partial charges, in e, on atoms 1 to 8: -0.91, -0.92, -0.97, -0.83, -0.58, 0.22, 0.38, -0.73

***

Entry 3:
The following is a DFT calculation (ωB97M-V with the def2-TZVPD basis set) of a molecular structure, C27H46IN3NiPSb.

## Properties
LUMO level (spin up / spin down) = -6.29 / -5.89 eV

```
! RIJCOSX wB97M-V def2-TZVPD def2/J DEFGRID3
* xyz 2 1
Ni 0.03 0.12 0.12
C -1.00 3.30 -0.32
P -1.27 1.86 0.75
C -3.06 1.57 0.65
C -1.02 2.52 2.42
H -1.73 4.08 -0.10
H -1.10 3.01 -1.37
H 0.00 3.70 -0.16
H -3.59 2.41 1.09
H -3.33 0.66 1.19
H -3.37 1.47 -0.39
H -1.63 3.42 2.54
H 0.03 2.78 2.57
H -1.32 1.80 3.17
N -2.41 -0.23 -3.15
C -1.98 -0.46 -1.90
N -0.84 0.14 -1.64
C -0.51 0.85 -2.80
C 0.56 1.69 -3.10
C 0.61 2.24 -4.36
C -0.37 1.97 -5.32
C -1.44 1.15 -5.04
C -1.49 0.61 -3.76
H -3.26 -0.59 -3.55
H -2.53 -1.07 -1.20
H 1.32 1.92 -2.36
H 1.43 2.91 -4.62
H -0.29 2.42 -6.30
H -2.21 0.95 -5.78
I 2.59 1.26 0.19
C 1.94 0.55 2.04
C 2.64 0.74 3.21
C 2.07 0.26 4.38
C 0.83 -0.38 4.33
C 0.21 -0.53 3.10
N 0.76 -0.08 1.97
H 3.59 1.25 3.21
H 2.58 0.38 5.33
H 0.36 -0.76 5.22
H -0.74 -1.03 3.00
C 3.24 -4.74 0.38
C 2.85 -3.31 0.74
C 2.39 -3.26 2.19
C 4.04 -2.38 0.52
Sb 1.18 -2.54 -0.52
C -0.55 -3.89 -0.14
C -0.12 -5.30 0.23
C -1.28 -3.24 1.03
C -1.45 -3.96 -1.37
C 1.86 -2.57 -2.64
C 2.73 -3.79 -2.93
C 0.65 -2.56 -3.56
C 2.66 -1.29 -2.83
H 4.05 -5.05 1.04
H 3.61 -4.83 -0.64
H 2.42 -5.45 0.52
H 3.22 -3.59 2.83
H 1.56 -3.93 2.39
H 2.12 -2.25 2.50
H 4.86 -2.71 1.16
H 3.81 -1.35 0.79
H 4.40 -2.40 -0.51
H 0.42 -5.35 1.17
H 0.50 -5.76 -0.55
H -1.01 -5.93 0.34
H -0.68 -3.24 1.94
H -2.20 -3.80 1.24
H -1.56 -2.20 0.81
H -1.02 -4.60 -2.14
H -1.64 -2.99 -1.82
H -2.41 -4.40 -1.08
H 2.24 -4.73 -2.68
H 3.69 -3.74 -2.40
H 2.96 -3.81 -4.00
H 0.12 -3.51 -3.55
H 1.00 -2.40 -4.59
H -0.04 -1.75 -3.33
H 3.51 -1.21 -2.15
H 2.03 -0.41 -2.72
H 3.07 -1.27 -3.85
*
```

These are the Mulliken partial charges, in e, on atoms 1 to 8: -0.98, -1.13, 0.76, -1.38, -1.25, 0.50, 0.20, 0.32

***

Entry 4:
The following is a DFT calculation (ωB97M-V with the def2-TZVPD basis set) of a molecular structure, C22H25CaIN5O5.

## Properties
LUMO level = 1.77 eV
energy above the lowest of the compared OMol25 structures with the same formula, charge and spin = 36.7 kJ/mol

```
! RIJCOSX wB97M-V def2-TZVPD def2/J DEFGRID3
* xyz -1 1
Ca -1.78 0.38 -1.89
O 4.93 1.35 0.86
C 4.59 1.29 -0.51
C 3.11 1.49 -0.69
C 2.61 1.96 -1.89
C 1.24 1.98 -2.07
N 0.38 1.58 -1.13
C 0.86 1.18 0.05
C 2.22 1.11 0.30
C -0.15 0.75 1.05
C 0.19 0.52 2.38
C -0.76 0.05 3.26
C -0.43 -0.29 4.69
O 0.82 0.28 5.05
C -2.05 -0.15 2.79
C -2.32 0.13 1.46
N -1.40 0.57 0.61
H 5.80 0.95 0.98
H 4.84 0.30 -0.93
H 5.14 2.04 -1.09
H 3.26 2.26 -2.70
H 0.80 2.30 -3.01
H 2.61 0.73 1.24
H 1.20 0.69 2.74
H -0.40 -1.38 4.78
H -1.23 0.07 5.34
H 1.12 -0.13 5.86
H -2.84 -0.53 3.43
H -3.31 -0.03 1.05
N -1.78 4.52 -0.86
C -2.50 3.46 -1.29
O -2.23 2.87 -2.33
C -3.62 2.98 -0.40
I -5.14 4.47 -0.17
H -1.03 4.85 -1.44
H -2.09 5.07 -0.07
H -3.25 2.76 0.60
H -4.09 2.11 -0.86
O -4.23 0.16 -2.03
N -4.33 0.04 -3.29
O -3.26 0.23 -3.89
C -2.06 -3.28 -0.11
C -0.59 -3.38 -0.38
C 0.15 -4.39 0.19
C 1.53 -4.54 -0.04
C 2.13 -3.60 -0.89
C 1.43 -2.57 -1.48
C 2.13 -1.60 -2.38
C 0.00 -2.38 -1.26
N -0.69 -1.41 -1.80
H -2.40 -4.05 0.59
H -2.64 -3.36 -1.04
H -2.32 -2.29 0.29
H -0.35 -5.10 0.84
H 2.10 -5.34 0.41
H 3.20 -3.69 -1.10
H 3.16 -1.91 -2.58
H 2.15 -0.60 -1.94
H 1.59 -1.48 -3.32
*
```

These are the Mulliken partial charges, in e, on atoms 1 to 8: 1.38, -0.52, -0.70, 0.26, -0.98, -0.53, 0.31, 0.54

***

Entry 5:
The following is a DFT calculation (ωB97M-V with the def2-TZVPD basis set) of a single H2N3OP molecule.

## Properties
LUMO level (spin up / spin down) = 0.32 / -2.19 eV
energy above the lowest of the compared OMol25 structures with the same formula, charge and spin = 52.4 kJ/mol

```
! RIJCOSX wB97M-V def2-TZVPD def2/J DEFGRID3
* xyz 0 3
N 0.42 -1.12 -0.68
N -0.57 -0.19 -0.92
N 0.67 0.21 -0.44
O -0.63 1.81 1.50
P 1.07 1.25 0.82
H 0.50 -1.67 0.16
H -1.46 -0.29 -0.44
*
```

Here is what Mulliken gives for the atomic charges, in e: -0.29, -0.30, 0.16, -0.33, 0.27, 0.25, 0.25

***

Entry 6:
The following is a DFT calculation (ωB97M-V with the def2-TZVPD basis set) of a single C5H9NO molecule.

## Properties
LUMO level = 0.92 eV
SMILES = C[C@H](C#N)CCO
energy above the lowest of the compared OMol25 structures with the same formula, charge and spin = 269.4 kJ/mol

```
! RIJCOSX wB97M-V def2-TZVPD def2/J DEFGRID3
* xyz 0 1
C 2.10 -0.56 1.13
C 1.07 -0.02 0.06
C 0.46 1.21 0.48
N -0.34 2.02 0.73
C -0.56 -0.75 -0.37
C -1.79 0.14 -0.61
O -1.70 0.93 -1.77
H 2.47 -1.57 0.89
H 1.68 -0.59 2.14
H 3.02 0.06 1.22
H 1.66 0.15 -0.86
H -0.44 -1.29 -1.31
H -0.87 -1.43 0.44
H -2.23 0.67 0.24
H -2.42 -0.77 -0.80
H -2.11 1.80 -1.61
*
```

These are the Mulliken partial charges, in e, on atoms 1 to 8: -1.26, 0.22, 0.33, -0.59, -0.66, -0.56, -0.53, 0.33

***

Entry 7:
The following is a DFT calculation (ωB97M-V with the def2-TZVPD basis set) of a molecular structure, C9H17N3OPt.

## Properties
LUMO level (spin up / spin down) = -8.56 / -8.54 eV
energy above the lowest of the compared OMol25 structures with the same formula, charge and spin = 27.5 kJ/mol

```
! RIJCOSX wB97M-V def2-TZVPD def2/J DEFGRID3
* xyz 2 1
Pt -0.03 -0.51 -0.64
O 2.18 -0.61 -0.62
C 2.83 -0.80 0.66
C 1.80 -0.84 1.76
C 2.20 -0.86 3.08
C 1.24 -0.92 4.08
C -0.10 -0.96 3.72
C -0.43 -0.92 2.39
N 0.51 -0.86 1.42
H 2.64 -1.12 -1.30
H 3.53 0.01 0.83
H 3.38 -1.74 0.66
H 3.26 -0.83 3.32
H 1.53 -0.93 5.12
H -0.88 -1.02 4.46
H -1.46 -0.96 2.06
N -1.99 -0.73 -1.34
C -2.42 0.08 -2.52
C -2.12 1.56 -2.36
C -0.66 1.90 -2.55
N 0.12 1.54 -1.34
H -2.10 -1.72 -1.55
H -2.62 -0.54 -0.56
H -3.49 -0.07 -2.67
H -1.90 -0.32 -3.40
H -2.48 1.91 -1.39
H -2.70 2.10 -3.11
H -0.56 2.97 -2.75
H -0.24 1.37 -3.40
H -0.16 2.12 -0.56
H 1.12 1.70 -1.50
*
```

These are the Mulliken partial charges, in e, on atoms 1 to 8: 0.80, -0.51, -0.25, 0.54, -0.73, -0.25, -0.69, -0.03

***

Entry 8:
The following is a DFT calculation (ωB97M-V with the def2-TZVPD basis set) of a molecular structure, C25H46Cl2O6SeSi3Sr.

## Properties
LUMO level = 3.95 eV
energy above the lowest of the compared OMol25 structures with the same formula, charge and spin = 489.6 kJ/mol

```
! RIJCOSX wB97M-V def2-TZVPD def2/J DEFGRID3
* xyz -2 1
Sr 2.12 1.34 -0.83
C -1.89 3.62 -0.25
O -1.59 2.26 -0.20
Si -2.69 1.06 0.17
C -3.00 1.20 2.07
C -4.43 1.66 -0.49
C -2.01 -0.51 -0.52
Si -2.28 -0.76 -2.35
C -2.20 0.82 -3.44
C -4.03 -1.50 -2.81
C -1.04 -1.93 -3.23
Si -2.13 -2.02 0.57
C -1.54 -3.67 -0.20
C -3.95 -2.47 1.13
C -1.12 -1.94 2.20
H -2.55 3.84 -1.11
H -0.97 4.18 -0.38
H -2.38 3.97 0.66
H -3.54 2.10 2.35
H -2.05 1.20 2.60
H -3.57 0.35 2.43
H -4.70 2.66 -0.15
H -5.21 0.99 -0.16
H -4.44 1.66 -1.57
H -2.68 1.66 -2.95
H -2.66 0.69 -4.42
H -1.16 1.09 -3.60
H -4.82 -0.96 -2.30
H -4.10 -2.53 -2.48
H -4.25 -1.48 -3.88
H -0.10 -1.41 -3.37
H -1.40 -2.27 -4.19
H -0.84 -2.80 -2.62
H -2.11 -3.93 -1.08
H -1.62 -4.50 0.50
H -0.50 -3.58 -0.49
H -4.56 -2.70 0.27
H -4.42 -1.63 1.63
H -3.99 -3.32 1.81
H -0.07 -1.79 1.96
H -1.21 -2.85 2.79
H -1.44 -1.12 2.82
Cl 0.62 1.01 2.48
C 0.63 0.61 4.27
Cl 1.59 1.75 5.18
H 1.07 -0.38 4.40
H -0.38 0.66 4.66
O 6.03 1.41 -1.94
Se 4.61 2.11 -1.76
O 3.48 1.30 -2.62
O 4.08 1.93 -0.20
O 4.74 3.67 -2.15
C 2.34 3.89 1.95
C 2.36 4.19 0.46
O 1.47 3.40 -0.27
C 1.89 3.49 -1.63
C 1.00 2.75 -2.57
H 2.90 4.65 2.48
H 2.81 2.92 2.12
H 1.32 3.87 2.32
H 3.38 4.05 0.08
H 2.11 5.26 0.29
H 2.86 3.04 -1.69
H 1.99 4.55 -1.91
H 1.50 1.85 -2.88
H 0.82 3.34 -3.47
H 0.04 2.51 -2.13
C 3.51 -3.51 3.31
C 3.49 -2.10 3.22
C 3.09 -1.50 2.06
C 2.69 -2.23 0.92
C 2.24 -1.57 -0.26
C 2.03 -2.40 -1.35
C 2.17 -3.80 -1.30
C 2.50 -4.43 -0.14
C 2.78 -3.66 1.01
C 3.17 -4.26 2.22
H 3.80 -3.98 4.24
H 3.79 -1.51 4.08
H 3.10 -0.41 1.95
H 1.74 -1.96 -2.30
H 1.99 -4.38 -2.20
H 2.57 -5.51 -0.08
H 3.21 -5.34 2.27
*
```

These are the Mulliken partial charges, in e, on atoms 1 to 8: 1.14, -0.89, 0.26, -0.46, -0.81, -1.27, 1.53, 0.03

***

Entry 9:
The following is a DFT calculation (ωB97M-V with the def2-TZVPD basis set) of 2 unconnected molecules or ions with the total composition C19H25Cl3F5IN4O9S2.

## Properties
LUMO level = -1.01 eV

```
! RIJCOSX wB97M-V def2-TZVPD def2/J DEFGRID3
* xyz 0 1
C -4.01 0.02 -0.23
C -3.30 0.98 -0.18
C -2.52 2.19 -0.12
C -3.51 3.37 -0.41
O -4.83 3.02 -0.03
N -5.24 3.80 1.07
O -6.28 3.47 1.45
C -1.95 2.46 1.30
O -2.60 2.75 2.25
O -0.61 2.41 1.30
C -0.14 1.68 0.14
C 1.32 2.02 -0.09
C 2.14 1.02 -0.94
C 3.12 0.12 -0.17
C 2.83 -1.35 -0.41
N 4.02 -2.21 -0.18
C 3.72 -3.56 -0.46
N 3.50 -4.03 -1.61
N 3.72 -4.39 0.69
C -0.30 0.21 0.56
C 0.47 -0.16 1.84
C -0.27 0.01 3.18
C 0.67 0.48 4.31
S 0.36 2.10 4.99
O 0.77 3.07 4.03
O 0.91 2.13 6.31
O -1.21 2.18 5.08
C -1.19 2.22 -0.91
I -0.74 4.35 -1.20
S -1.19 1.74 -2.68
O -2.25 2.48 -3.29
O 0.13 1.89 -3.21
C -1.69 -0.05 -3.02
F -1.52 -0.87 -1.99
F -2.97 -0.05 -3.40
C -0.86 -0.64 -4.19
F -1.02 0.10 -5.28
F 0.42 -0.72 -3.87
F -1.32 -1.87 -4.42
H -4.62 -0.83 -0.20
H -3.26 4.25 0.16
H -3.54 3.57 -1.47
H 1.41 2.99 -0.54
H 1.79 2.11 0.88
H 1.46 0.41 -1.51
H 2.69 1.60 -1.66
H 3.16 0.36 0.88
H 4.12 0.29 -0.56
H 2.54 -1.47 -1.45
H 2.00 -1.70 0.19
H 4.23 -2.18 0.81
H 3.63 -3.31 -2.31
H 3.83 -5.34 0.36
H 2.80 -4.36 1.12
H -1.33 -0.03 0.73
H 0.04 -0.46 -0.21
H 1.44 0.32 1.89
H 0.67 -1.22 1.73
H -1.12 0.68 3.09
H -0.62 -0.96 3.49
H 1.69 0.58 3.98
H 0.66 -0.20 5.15
H -1.57 1.41 5.55
C 0.19 -5.76 -3.41
Cl 0.02 -5.26 -1.72
Cl 1.84 -5.53 -3.98
Cl -0.33 -7.44 -3.61
H -0.46 -5.14 -4.00
*
```

These are the Mulliken partial charges, in e, on atoms 1 to 8: -0.42, -2.32, 4.02, -1.60, -0.23, 0.16, -0.37, -0.40

***

no.,DFT total energy (eV),largest force on an atom (eV/A)
1,-6413.7685,1.6
2,-28800.9186,5.6
3,-98173.9553,1.5
4,-67447.8879,0.7
5,-15830.7369,4.0
6,-8866.4204,2.4
7,-19357.2300,1.6
8,-153816.7103,9.6
9,-125415.4883,1.1